40
Properties=species:S:1:pos:R:3:forces:R:3:nbo_charge:R:1 method="wB97M-V/def2-TZVPD" gap_ev=8.38 smiles="Cn1c(=O)c2c(nc(NC[C@H]3CCCO3)n2C)n(C)c1=O" e_homo_ha=-0.284
O -3.342 1.666 -2.063 -0.16 -0.03 0.02 -0.64
O 1.664 -1.644 3.442 -0.14 0.28 -0.12 -0.54
O 0.231 3.861 -3.843 0.02 0.21 -0.22 -0.64
N 0.337 -0.957 1.098 0.26 -0.28 0.19 -0.61
N -1.521 2.750 -2.933 -0.17 0.11 -0.15 -0.45
N 0.688 2.360 -2.207 0.04 0.01 0.02 -0.41
N 0.880 0.710 -0.443 0.39 0.22 -0.07 -0.54
N -1.298 0.229 -0.245 0.52 0.12 0.13 -0.33
C -0.172 3.042 -3.044 0.15 -0.03 0.06 0.79
C -1.169 1.193 -1.240 0.70 0.37 -0.29 -0.11
C -2.383 3.491 -3.839 -0.20 0.14 -0.17 -0.42
C -0.407 -1.295 2.295 0.09 -0.02 0.38 -0.23
C 0.187 1.454 -1.328 -1.24 -0.55 0.36 0.38
C 2.692 -2.609 3.380 0.30 -0.33 -0.02 -0.07
C -2.554 -0.370 0.120 -0.43 -0.29 0.19 -0.42
C 0.783 -3.572 2.348 0.05 0.05 0.10 -0.44
C 0.435 -2.277 3.116 -0.58 -0.08 -0.14 0.09
C -2.133 1.838 -2.062 0.18 -0.22 0.28 0.65
C -0.037 -0.014 0.193 -0.25 0.21 -0.43 0.57
C 2.308 -3.528 2.220 0.00 0.17 0.18 -0.43
C 2.111 2.609 -2.266 0.28 0.10 -0.06 -0.41
H 2.279 3.398 -2.996 0.01 -0.10 0.10 0.25
H 2.469 2.914 -1.284 0.04 0.00 -0.03 0.21
H 1.325 -0.858 1.310 -0.12 0.07 -0.10 0.41
H 3.634 -2.080 3.235 -0.02 -0.06 0.04 0.20
H -0.111 -2.511 4.042 0.07 0.06 -0.15 0.18
H -2.275 4.560 -3.661 -0.01 -0.04 -0.05 0.21
H -3.317 0.058 -0.530 0.07 -0.08 0.10 0.27
H 2.737 -3.174 4.322 0.04 0.05 -0.06 0.16
H 2.599 -3.075 1.273 0.05 -0.01 -0.02 0.21
H 0.466 -4.445 2.918 -0.03 -0.01 -0.01 0.21
H 2.633 1.700 -2.565 0.04 0.04 0.01 0.21
H -1.353 -1.773 2.037 0.04 0.02 0.10 0.20
H 0.297 -3.592 1.376 -0.05 -0.05 -0.02 0.23
H -3.406 3.173 -3.648 0.12 0.06 -0.04 0.24
H -0.608 -0.409 2.912 -0.07 -0.06 -0.06 0.19
H 2.769 -4.509 2.300 0.05 -0.04 -0.05 0.22
H -2.810 -0.148 1.157 -0.01 -0.04 -0.05 0.20
H -2.522 -1.451 -0.027 -0.01 0.01 0.03 0.20
H -2.105 3.280 -4.871 -0.03 0.05 0.04 0.21


34
Properties=species:S:1:pos:R:3:forces:R:3:nbo_charge:R:1 method="wB97M-V/def2-TZVPD" gap_ev=3.47 total_charge=-1 e_homo_ha=-0.126
Cl -1.531 -1.836 2.189 -0.24 0.09 0.14 0.08
Cl 4.702 -1.634 2.616 0.44 0.02 -0.07 0.07
Cl -0.013 0.906 2.468 0.10 -0.13 -0.13 0.19
Cl 3.048 0.990 2.039 -0.21 -0.36 0.26 0.12
O -2.145 0.331 -1.021 -1.45 -0.33 -0.20 -0.54
O 3.043 -4.028 2.593 -1.05 1.49 -0.03 -0.45
O -2.044 2.007 0.493 -0.42 -0.11 0.26 -0.68
O 0.245 -4.107 2.624 1.11 1.49 -0.03 -0.46
O 0.714 3.320 0.342 0.28 0.87 0.89 -0.67
C -1.488 1.296 -0.325 2.75 0.69 -0.39 0.76
C 0.836 -0.554 2.314 -2.08 -1.15 0.51 -0.05
C 2.389 -2.991 2.552 0.56 -1.60 0.21 0.43
C 3.008 -1.666 2.498 -0.64 1.57 -0.24 -0.18
C 2.272 -0.513 2.313 2.07 -1.27 0.09 -0.02
C 0.842 -3.039 2.521 -0.61 -1.42 -0.30 0.42
C -4.216 -0.514 -1.829 -0.10 -0.01 -0.30 -0.62
C 0.846 2.373 -0.409 -0.93 -1.96 -1.16 0.54
C 0.302 0.636 -2.004 -0.06 -0.43 -0.80 -0.39
C -0.092 1.313 -0.753 -0.49 1.49 1.20 -0.48
C 1.793 0.981 -2.214 0.10 -0.23 -0.04 -0.40
C 2.131 2.107 -1.234 0.04 0.23 0.09 -0.51
C -3.559 0.349 -0.788 0.39 -0.07 0.13 -0.07
C 0.162 -1.761 2.342 0.47 1.37 -0.24 -0.17
H 0.106 -0.448 -1.975 0.19 0.22 -0.23 0.19
H 2.439 3.025 -1.752 -0.04 -0.06 0.21 0.20
H 2.413 0.096 -2.028 -0.03 0.14 -0.08 0.19
H -4.150 -0.036 -2.811 0.06 -0.14 0.06 0.20
H -5.273 -0.633 -1.589 -0.09 -0.05 0.00 0.20
H -3.756 -1.501 -1.887 0.00 0.02 0.03 0.21
H 2.936 1.819 -0.545 -0.10 0.22 -0.18 0.20
H -3.740 -0.025 0.228 -0.13 0.18 -0.15 0.17
H 1.969 1.304 -3.247 0.06 -0.19 0.13 0.19
H -3.912 1.384 -0.862 -0.03 -0.20 0.22 0.19
H -0.277 1.046 -2.859 0.08 -0.35 0.14 0.16


22
Properties=species:S:1:pos:R:3:forces:R:3:mulliken_spin:R:1 method="wB97M-V/def2-TZVPD" gap_ev="3.42 / 8.60" e_homo_ha="-0.120 / -0.363" spin_multiplicity=3
O -0.766 -2.555 0.078 2.39 0.04 1.74 -0.01
O -2.088 -1.197 -1.303 0.86 2.29 0.07 -0.10
O -0.273 2.012 1.000 -4.20 -0.70 7.00 0.67
N 0.586 2.090 -0.199 4.44 -0.51 -5.64 1.16
C -0.160 -0.137 0.027 0.79 -0.14 -1.50 0.05
C 0.222 0.979 -0.989 -1.25 -0.06 -1.00 -0.05
C -0.863 0.707 1.079 -0.12 0.39 1.18 0.02
C 1.121 0.545 -2.155 -1.50 -0.36 0.64 0.18
C -0.624 0.151 2.516 -0.77 -0.39 1.02 0.05
B -1.028 -1.386 -0.470 -0.22 2.21 -0.29 0.03
H -0.734 1.378 -1.444 0.61 -0.63 0.07 0.12
H -1.890 0.938 0.791 -0.38 -0.82 0.26 0.02
H 0.261 -0.521 2.542 -0.47 0.49 -0.17 0.00
H 1.494 2.155 0.197 1.22 0.99 -0.12 -0.02
H -1.466 -0.448 3.053 1.10 1.16 -1.33 0.00
H -2.661 -1.821 -1.678 -0.88 -1.55 -0.44 0.01
H -1.317 -3.206 -0.241 -1.79 -2.52 -0.86 0.00
H 1.431 1.486 -2.566 0.70 0.10 -0.68 -0.22
H 0.329 0.099 -2.795 1.05 -0.25 -0.32 0.04
H -0.402 1.034 3.145 -0.15 -0.55 -0.12 0.00
H 1.942 -0.164 -1.897 -0.60 0.66 -0.17 -0.01
H 0.857 -0.523 0.295 -0.81 0.15 0.66 0.04


8
Properties=species:S:1:pos:R:3:forces:R:3:nbo_charge:R:1 method="wB97M-V/def2-TZVPD" gap_ev=9.79 e_homo_ha=-0.355
S 1.494 -1.032 -1.516 -0.15 1.05 0.43 -0.06
S 0.463 -2.473 -0.397 -2.28 0.19 0.27 1.26
O -0.566 -3.136 -1.233 1.06 0.45 0.70 -0.91
N -0.207 -0.949 0.258 -0.54 -4.10 2.95 -0.84
C 0.026 -0.068 -0.727 0.91 1.89 -4.29 -0.27
H 0.304 0.912 -0.264 -0.38 -0.33 -1.34 0.22
H -1.101 -0.940 0.781 0.76 -0.29 -0.66 0.40
H -0.658 -0.157 -1.673 0.62 1.15 1.95 0.20


66
Properties=species:S:1:pos:R:3:forces:R:3:mulliken_spin:R:1 method="wB97M-V/def2-TZVPD" gap_ev="7.31 / 4.89" total_charge=+3 e_homo_ha="-0.560 / -0.565" spin_multiplicity=5
Ru -0.647 1.753 1.179 0.53 0.30 -0.82 1.87
S -1.114 2.242 3.867 -0.69 0.29 -1.49 0.01
O -0.827 0.813 3.851 -0.04 1.48 0.27 0.02
O 4.532 -6.926 -6.454 -0.73 2.60 1.51 0.16
O -0.061 3.240 4.047 -1.32 -1.38 -0.45 0.00
N -4.742 3.210 8.359 0.46 0.83 -1.30 0.36
N 2.785 -1.834 -2.899 -0.93 -0.07 0.25 0.11
N -1.411 0.256 -0.032 0.35 -0.17 0.67 0.01
N -1.990 3.777 0.481 0.81 -0.14 1.36 0.05
N -3.135 4.452 2.435 -0.07 0.18 1.01 0.01
N 0.958 1.629 -0.029 0.77 -0.50 -0.22 0.01
N 0.874 -3.015 -2.888 -0.27 0.56 0.57 0.02
N -1.987 2.425 2.408 0.17 -0.39 1.12 0.06
C 2.737 -3.897 -4.201 -0.27 -0.58 -0.19 0.15
C 0.879 0.477 -0.744 1.31 0.83 -0.29 0.00
C -2.808 -1.571 -0.632 -0.23 -0.31 -0.10 -0.02
C 2.015 0.022 -1.445 -0.63 0.21 0.64 -0.03
C -2.400 2.571 5.042 1.08 0.14 0.12 0.22
C 2.032 -5.031 -4.660 -0.21 -0.70 -0.21 -0.03
C -2.955 3.916 6.912 0.38 1.41 0.33 0.17
C 3.201 0.739 -1.341 0.35 0.84 0.52 0.01
C -4.105 1.832 6.490 -0.71 -1.19 0.11 0.18
C 1.851 -1.212 -2.140 0.60 -0.32 -0.36 0.05
C 2.647 -6.015 -5.385 -1.08 0.13 0.25 0.07
C 4.723 -4.779 -5.256 0.64 0.10 -0.23 0.07
C -2.362 3.617 1.789 -0.80 1.10 -0.88 0.00
C -3.946 2.980 7.296 -0.24 0.44 0.59 0.16
C 4.084 -3.806 -4.555 1.54 0.84 0.20 0.01
C 5.948 -6.817 -6.762 0.49 -0.34 -0.18 0.00
C -0.369 -0.253 -0.737 -1.23 -1.15 -0.33 0.06
C -3.370 5.642 1.898 -0.34 0.74 -0.09 0.00
C 4.001 -5.899 -5.719 1.44 -1.97 -1.30 0.18
C 0.645 -1.924 -2.089 0.78 -0.90 -1.17 0.13
C -1.765 -2.145 -1.353 -0.19 -0.28 0.22 0.04
C 2.163 -2.929 -3.351 -0.08 0.20 0.07 0.03
C -3.366 1.631 5.355 -0.45 -0.42 0.17 -0.06
C -2.592 -0.386 0.073 0.77 0.66 -0.88 0.04
C 2.108 2.344 0.083 -1.23 -0.69 -0.20 0.01
C 3.253 1.908 -0.566 0.44 -0.17 -0.40 0.01
C -2.224 3.733 5.777 0.12 0.81 0.39 -0.04
C -2.780 6.021 0.691 -0.40 0.17 -0.17 0.01
C -0.524 -1.502 -1.412 -0.06 1.25 0.67 -0.03
C -2.143 5.014 -0.036 -0.61 -0.23 0.79 0.00
H 4.186 2.478 -0.455 -0.49 -0.35 -0.12 0.00
H -1.817 5.202 -1.051 0.12 -0.23 0.04 0.00
H -3.372 0.133 0.637 0.35 -0.35 -0.10 0.00
H -2.915 7.031 0.285 0.09 -0.58 0.16 0.00
H 4.661 -2.939 -4.213 -0.30 -0.38 -0.13 0.00
H 4.100 0.378 -1.827 -0.11 0.01 -0.05 0.00
H 5.787 -4.693 -5.444 -0.21 0.06 -0.03 0.00
H 2.029 3.245 0.712 0.30 -0.52 -0.37 -0.01
H -3.810 -2.017 -0.603 0.61 0.05 0.01 0.00
H 2.111 -6.895 -5.707 -0.08 -0.04 -0.06 0.00
H -4.804 4.188 8.677 0.11 -0.78 0.28 -0.01
H 6.191 -5.891 -7.305 -0.31 -0.27 0.27 0.00
H 6.172 -7.663 -7.419 -0.13 0.19 0.32 0.00
H -3.491 0.766 4.715 -0.03 -0.07 0.27 0.00
H -4.081 6.295 2.461 0.82 -0.47 -0.62 0.00
H -4.828 1.106 6.855 0.06 -0.07 -0.41 0.00
H -5.552 2.624 8.519 0.03 -0.09 0.20 -0.01
H 6.525 -6.892 -5.824 -0.20 0.00 -0.45 0.00
H -1.492 4.477 5.452 -0.18 -0.36 0.27 0.00
H 0.230 -3.765 -3.064 -0.07 -0.08 -0.05 0.00
H -2.759 4.817 7.507 -0.27 -0.39 -0.10 -0.01
H 0.989 -5.160 -4.423 -0.14 -0.06 -0.02 -0.01
H -1.873 -3.128 -1.834 -0.21 0.56 0.16 0.00


15
Properties=species:S:1:pos:R:3:forces:R:3:mulliken_spin:R:1 method="wB97M-V/def2-TZVPD" gap_ev="4.21 / 5.73" e_homo_ha="-0.150 / -0.392" spin_multiplicity=3
S -3.760 -0.307 1.022 -1.77 -1.25 2.15 0.90
P -2.651 0.484 -0.311 6.61 -1.73 -1.23 0.05
O -2.488 -0.424 -1.656 -1.01 0.64 0.07 0.02
O -2.601 1.857 -0.731 -0.56 1.82 -0.41 0.01
O -2.621 -1.837 -1.522 -0.29 -0.32 2.56 0.00
O 0.124 1.651 -0.849 -0.21 2.76 -3.11 0.10
N -0.819 0.045 0.449 -9.62 -3.13 1.30 0.24
C 0.155 0.720 0.043 8.47 1.93 0.48 0.62
C 1.608 0.444 0.500 -0.50 -1.37 -0.34 0.00
H -0.626 -0.630 1.158 -0.43 -0.33 0.33 -0.02
H 1.972 1.175 1.240 -0.17 -0.20 0.03 0.04
H 2.307 0.544 -0.385 -0.77 -0.27 0.79 0.02
H -0.734 2.037 -1.088 -0.05 -0.26 0.44 0.00
H 1.717 -0.627 0.947 -0.13 1.79 -0.73 0.01
H -2.748 -1.946 -0.498 0.44 -0.10 -2.32 0.01